[1]
Entry from the OMol25 dataset: 11 unconnected molecules or ions with the total composition C48H48F8O18S3 (wB97M-V/def2-TZVPD).

Strongest force on any atom: 4.21 eV/A
HOMO energy: -8.82 eV
E_LUMO: -0.0003 Ha
DFT total energy: -5205.55241 Eh
Total charge: 0

Positions of all 125 atoms, in Å:
O -2.43053 -0.00746 0.09994
C -1.29114 -0.15653 -0.17412
O -0.66966 -1.00519 -1.00693
C 0.73481 -0.81588 -1.03194
C 0.92190 0.50162 -0.21195
F 0.95743 1.66563 -0.98352
O -0.31032 0.56637 0.45107
H 1.21406 -1.73115 -0.63395
H 1.04880 -0.63568 -2.11315
H 1.68219 0.48120 0.45920
O 3.98378 -0.42537 1.60273
C 3.59961 -0.83532 2.63453
O 2.34442 -1.11426 2.90574
C 2.16645 -1.51685 4.26299
C 3.62358 -1.28700 4.88316
F 4.11879 -2.44212 5.38246
O 4.33380 -0.97137 3.75744
H 1.40314 -1.00941 4.74982
H 1.84943 -2.57665 4.25214
H 3.77927 -0.50007 5.60820
O 2.03100 -3.30851 0.45912
S 2.27023 -4.45491 1.26080
O 2.59750 -4.31701 2.62771
O 1.06201 -5.48710 1.10093
C 1.25296 -6.14577 -0.18322
C 2.76331 -6.38738 -0.17815
O 3.36790 -5.28027 0.51414
H 0.75707 -7.11348 -0.08467
H 0.86618 -5.55716 -0.95909
H 3.09249 -6.27377 -1.18692
H 2.99875 -7.35016 0.37047
O 4.01737 3.07945 3.83028
S 3.56487 3.67467 2.61996
O 2.73475 4.83368 2.60698
O 4.91630 3.85440 1.69940
C 4.95671 2.92105 0.66843
C 3.45746 2.72153 0.36516
O 2.98946 2.52312 1.71581
H 5.57682 3.33806 -0.20185
H 5.35473 1.93184 0.92386
H 3.28442 1.83411 -0.24203
H 2.96852 3.59601 -0.13220
O 3.66167 -0.01935 -2.03802
S 5.07529 -0.10823 -2.31679
O 5.68182 1.03324 -3.01768
O 5.87828 -0.26898 -0.87848
C 5.79969 -1.68492 -0.58562
C 5.96300 -2.46818 -1.92609
O 5.37187 -1.57597 -2.84233
H 6.46272 -1.75665 0.29716
H 4.77997 -1.89853 -0.23073
H 5.45820 -3.42374 -1.85169
H 7.01681 -2.63369 -2.14924
F -9.37385 1.15119 0.60423
C -8.01891 1.39918 0.77951
C -7.69741 2.70119 0.39540
C -6.36899 2.99569 0.16626
C -5.37576 2.06851 0.54170
C -5.75624 0.79817 1.09723
C -7.09218 0.42965 1.17351
H -8.58153 3.27039 0.14313
H -6.15066 3.97125 -0.30268
H -4.29723 2.24733 0.37760
H -4.93440 0.07285 1.24774
H -7.42828 -0.57065 1.43179
F -0.15986 1.24161 -5.58266
C -0.76435 1.93964 -4.58941
C -0.39461 3.20660 -4.35792
C -1.04047 3.94529 -3.31606
C -2.06119 3.37040 -2.59278
C -2.36537 2.01648 -2.76931
C -1.75870 1.32579 -3.80645
H 0.46522 3.70489 -4.78152
H -0.77826 4.98813 -3.09462
H -2.64068 3.98960 -1.95413
H -3.23701 1.49300 -2.28998
H -1.89875 0.28887 -4.10811
F -3.70481 -3.37176 -4.78876
C -3.64804 -3.67640 -3.47181
C -4.09463 -4.92028 -3.12657
C -4.14130 -5.26227 -1.79510
C -3.83150 -4.38878 -0.82149
C -3.40532 -3.15145 -1.18734
C -3.38727 -2.68527 -2.51384
H -4.31796 -5.64276 -3.86110
H -4.43781 -6.24089 -1.59120
H -3.95615 -4.70801 0.21446
H -3.11719 -2.40826 -0.45323
H -3.12827 -1.71027 -2.82612
F 0.61425 -5.25542 -3.43220
C 0.19798 -4.20995 -4.28656
C 0.92268 -3.06510 -4.03402
C 0.61785 -1.98329 -4.83982
C -0.41545 -1.98462 -5.79148
C -1.12637 -3.20130 -6.00497
C -0.77392 -4.29171 -5.25684
H 1.74630 -2.99770 -3.31083
H 1.21475 -1.09899 -4.70798
H -0.61821 -1.15615 -6.45453
H -1.97438 -3.34055 -6.66183
H -1.36164 -5.19491 -5.46354
F 2.08677 0.50640 6.94130
C 1.01386 1.25301 6.45672
C 1.30160 2.35967 5.64775
C 0.23172 3.22750 5.35138
C -1.07357 2.95295 5.75408
C -1.30392 1.77128 6.53262
C -0.25095 0.87041 6.80725
H 2.30298 2.65964 5.50213
H 0.47180 4.07446 4.72272
H -1.96198 3.58541 5.61840
H -2.33840 1.57635 6.77869
H -0.30369 0.01143 7.46270
F -3.31806 7.34010 1.19050
C -2.37661 6.37004 1.19354
C -2.78130 5.10110 1.18732
C -1.86116 4.10274 1.02035
C -0.49544 4.40207 1.00283
C -0.06073 5.73497 1.12885
C -0.96837 6.71756 1.17438
H -3.82712 4.90410 1.29757
H -2.15119 3.03933 1.01173
H 0.14672 3.60158 0.91490
H 0.99321 5.94101 1.14176
H -0.73030 7.78605 1.26547



[2]
Entry from the OMol25 dataset: a gas-phase ion, C5H11N2 (charge +1) (wB97M-V/def2-TZVPD).

Strongest force on any atom: 2.54 eV/A
HOMO energy: -13.14 eV
E_LUMO: -0.1192 Ha
DFT total energy: -306.32455 Eh
Total charge: +1

Positions of all 18 atoms, in Å:
C -2.54486 0.10616 -0.51914
N -1.32651 -0.23105 -0.44821
C -0.38096 0.70085 0.08151
C -0.37781 1.95633 -0.39106
C 0.50910 0.16836 1.16409
C 1.67894 -0.60595 0.47377
N 1.11359 -1.55097 -0.51179
H -3.25784 -0.58695 -0.95083
H -2.82950 1.10934 -0.20752
H 0.08532 2.80289 0.09893
H -0.79711 2.17370 -1.36681
H 0.74820 1.03423 1.77409
H 0.07474 -0.64994 1.75158
H 2.37821 0.07989 -0.00688
H 2.26700 -1.06377 1.27094
H 0.41851 -2.20502 -0.12688
H 0.39662 -1.12766 -1.13653
H 1.84435 -2.11046 -0.94926



[3]
Entry from the OMol25 dataset: a molecular structure, C6H9N (wB97M-V/def2-TZVPD).

Strongest force on any atom: 3.43 eV/A
HOMO energy: -8.93 eV
E_LUMO: 0.0403 Ha
DFT total energy: -288.58300 Eh
Total charge: 0

Positions of all 16 atoms, in Å:
C -0.54485 -0.05288 1.91747
C -0.20948 0.04180 0.44710
C -0.70887 1.09650 -0.52392
C -0.99525 -0.31768 -0.77420
C 0.76738 -1.00101 -1.34221
N 1.67781 0.06508 -1.27228
C 1.16143 -0.51479 -0.01248
H -0.45222 -1.08800 2.27674
H -1.56396 0.28451 2.12848
H 0.14990 0.56024 2.50622
H -1.32850 1.96635 -0.30729
H 0.14371 1.57628 -1.25153
H -1.93715 -0.83952 -1.00625
H 0.83692 -1.85787 -2.02174
H 1.16914 1.05500 -1.49882
H 1.87069 -0.91390 0.71537



[4]
Entry from the OMol25 dataset: a single C4H5N3O molecule (wB97M-V/def2-TZVPD).

Strongest force on any atom: 1.82 eV/A
HOMO energy: -8.77 eV
E_LUMO: 0.0179 Ha
DFT total energy: -394.87551 Eh
Total charge: 0

Positions of all 13 atoms, in Å:
O -2.36684 -0.93866 0.06550
N -2.35793 0.42400 -0.03205
C -1.22198 0.99731 -0.05413
C 0.14784 0.41909 -0.02010
C 1.32675 1.12457 0.08141
N 2.31361 0.13894 -0.01280
C 1.71675 -1.06762 -0.02139
N 0.42544 -0.94461 -0.02098
H -1.42600 -1.21646 0.02698
H -1.30525 2.09498 -0.05973
H 1.56083 2.17558 0.06957
H 3.34268 0.26424 0.05627
H 2.27851 -1.97749 -0.07107



[5]
Entry from the OMol25 dataset: a gas-phase ion, C6H10NO (charge +1) (wB97M-V/def2-TZVPD).

Strongest force on any atom: 3.98 eV/A
HOMO energy: -14.29 eV
E_LUMO: -0.1848 Ha
DFT total energy: -364.26276 Eh
Total charge: +1

Positions of all 18 atoms, in Å:
C 1.91518 1.06724 0.88108
N 1.16142 0.49100 0.24621
C 0.15115 -0.37074 0.02570
C 0.26821 -0.87209 -1.44128
C 0.35067 -1.59272 1.01117
C -1.28127 0.34731 0.18530
C -1.28088 1.75271 -0.22813
O -2.22283 -0.25754 0.60343
H 2.71096 1.60725 1.30615
H 1.24374 -1.13570 -1.85507
H -0.34094 -1.75617 -1.45342
H -0.03507 -0.20491 -2.18249
H -0.55253 -1.87610 1.57335
H 1.08460 -1.32092 1.80815
H 0.71296 -2.34726 0.44478
H -1.99128 2.10402 -1.00786
H -0.32023 2.03606 -0.59615
H -1.57387 2.32857 0.67908



[6]
Entry from the OMol25 dataset: a molecular structure, C17H30GaNO2P2Te (wB97M-V/def2-TZVPD).

Strongest force on any atom: 2.30 eV/A
HOMO energy: -6.39 eV
E_LUMO: 0.0179 Ha
DFT total energy: -3746.45959 Eh
Total charge: 0

Positions of all 54 atoms, in Å:
C -0.66783 -3.92087 -1.53029
C -0.73690 -2.73860 -0.75593
N -0.40770 -1.53616 -1.36249
C 0.22186 -1.51299 -2.54341
C 0.30670 -2.65747 -3.33320
C -0.16694 -3.86869 -2.81508
C -1.03133 -2.73714 0.62571
P -1.23532 -1.20048 1.49551
Ga -0.81551 0.32633 -0.29342
P 1.16277 0.97778 -1.66889
C 0.79865 -0.21482 -3.04566
O 1.76840 -3.94802 1.12344
O 3.19260 -2.33157 -0.29356
H -1.04311 -4.83552 -1.06502
H 0.76440 -2.59394 -4.31038
H -0.12459 -4.77401 -3.40583
C -3.00411 -0.91424 1.85684
C -0.38353 -1.43875 3.07841
H 1.72405 -0.41295 -3.60341
H 0.13497 0.27220 -3.77716
H 0.78442 -3.86508 1.03320
H -1.36070 -3.68677 1.05928
C 0.98081 2.59360 -2.47491
C 2.93455 0.60550 -1.45280
H 2.65858 -1.40721 1.23535
H 4.13772 -2.48765 -0.16909
H 2.67542 -3.04922 0.22632
H 1.95329 -4.86455 1.37515
H -2.08722 1.02726 -0.78763
H 2.09780 -0.97583 1.54969
H -3.38886 -1.73227 2.48187
H -3.10475 0.04274 2.38890
H -3.57287 -0.85810 0.91816
H -1.02608 -2.05221 3.73201
H 0.57639 -1.94644 2.89776
H -0.19880 -0.45736 3.53528
H 3.43633 0.66315 -2.43490
H 3.38600 1.34245 -0.77695
H 3.06150 -0.40926 -1.02816
H 1.72841 2.72312 -3.26936
H -0.02332 2.67033 -2.91171
H 1.09631 3.38522 -1.72779
Te 0.88963 1.93858 1.11870
C -0.52057 3.47329 1.47019
C -0.30439 4.79046 1.00199
C -1.29428 5.76552 1.21520
C -2.46849 5.44833 1.90538
C -2.66390 4.15476 2.40102
C -1.68450 3.16761 2.21184
H 0.62167 5.02424 0.47004
H -1.14486 6.77815 0.83448
H -3.24145 6.20354 2.05234
H -3.57888 3.89798 2.93498
H -1.81246 2.15606 2.60799



[7]
Entry from the OMol25 dataset: a molecular structure, C23H32Cl2N3O8SYb (wB97M-V/def2-TZVPD).

Strongest force on any atom: 3.00 eV/A
HOMO energy (alpha / beta): -7.41 / -7.41 eV
E_LUMO (alpha / beta): 0.0137 / 0.0137 Ha
DFT total energy: -4139.07430 Eh
Total charge: 0
Multiplicity: 2

Positions of all 70 atoms, in Å:
Yb -1.04800 0.20334 0.66450
O -1.08630 0.12807 2.75816
C -0.30542 0.22968 3.79245
C -0.82323 0.66978 5.03076
C -0.03612 0.74337 6.15819
C 1.31130 0.38037 6.11344
C 1.84812 -0.04760 4.91987
C 1.07689 -0.12031 3.75312
C 1.66665 -0.65458 2.54849
N 1.06597 -0.62552 1.41756
N 1.70377 -1.26888 0.36327
C 0.82633 -1.71551 -0.50093
O -0.44492 -1.63211 -0.33848
C 1.34875 -2.41392 -1.70408
C 0.44517 -2.80046 -2.69009
C 0.88384 -3.48035 -3.81471
C 2.23072 -3.77997 -3.96223
C 3.13486 -3.39828 -2.97987
C 2.69927 -2.71661 -1.85519
H -1.87020 0.94482 5.06017
H -0.47251 1.07365 7.09308
H 1.91946 0.41717 7.00735
H 2.89199 -0.33859 4.86961
H 2.63829 -1.14654 2.61986
H -0.59933 -2.55305 -2.55327
H 0.17789 -3.78577 -4.57686
H 2.57783 -4.30957 -4.84047
H 4.18342 -3.64597 -3.08817
H 3.38898 -2.42047 -1.07679
Cl -1.83066 2.98923 2.56307
C -0.16465 3.56082 2.56498
Cl 0.87177 2.37876 1.71087
H 0.18592 3.63932 3.58769
H -0.10974 4.50221 2.03118
C -2.77768 0.42693 -2.62434
O -2.59805 -0.31616 -1.42671
C -3.73808 -1.10465 -1.11834
C -3.34344 -2.20605 -0.15804
O -2.84104 -1.62172 1.02951
C -2.64465 -2.57611 2.06088
H -2.92080 -0.24812 -3.47486
H -1.87255 1.00726 -2.76839
H -3.63602 1.09645 -2.54878
H -4.13844 -1.55594 -2.03216
H -4.50565 -0.47027 -0.66100
H -2.57489 -2.83952 -0.61302
H -4.22907 -2.81135 0.06772
H -3.59521 -3.05363 2.31780
H -2.26340 -2.02864 2.91909
H -1.92289 -3.34171 1.75874
O -3.65205 2.45897 -0.64280
N -2.80216 1.87690 0.00992
O -3.09815 1.02782 0.87755
O -1.57625 2.13053 -0.14873
C 0.11435 2.34685 -3.99299
C 1.31602 2.69981 -3.13726
S 1.11477 2.12348 -1.39321
O 0.26713 0.88310 -1.40274
C 2.80516 1.47826 -1.15184
C 3.79229 2.56606 -0.75961
H 0.26121 2.72458 -5.00474
H -0.79684 2.79213 -3.59257
H -0.01398 1.26614 -4.04248
H 1.42206 3.78197 -3.04603
H 2.23493 2.29015 -3.55562
H 3.10095 0.95054 -2.05869
H 2.67830 0.73566 -0.36242
H 3.96528 3.26590 -1.57894
H 4.74964 2.11577 -0.49812
H 3.43310 3.12208 0.10667



[8]
Entry from the OMol25 dataset: 2 unconnected molecules or ions with the total composition C4H6N2O (wB97M-V/def2-TZVPD).

Strongest force on any atom: 5.48 eV/A
HOMO energy: -8.06 eV
E_LUMO: 0.0311 Ha
DFT total energy: -340.61403 Eh
Total charge: 0

Positions of all 13 atoms, in Å:
C 0.98036 0.13518 -1.30510
C 0.22316 1.12199 -0.65942
C 1.63541 -0.55087 -0.34768
C 0.38917 0.87411 0.65264
N -1.94033 -0.86271 0.80515
N -2.22034 0.18959 1.20343
O 1.29666 -0.02687 0.90356
H 0.99739 0.11167 -2.44582
H -0.17949 1.88066 -1.30271
H 2.39595 -1.35452 -0.27024
H -1.27581 -1.51624 1.32084
H -2.39800 -1.45515 -0.03450
H 0.09585 1.45316 1.47984



The relative energy (zero: lowest compared OMol25 entry of this formula, charge and spin) results, record by record, are as follows: 9.0; 154.7; 522.6; 241.7; 221.8; 60.2; 0.0; 474.9 kJ/mol.